(1)
{
  "formula": "C6H9F",
  "method": "ωB97M-V/def2-TZVPD",
  "symbols": ["C", "C", "C", "C", "C", "C", "F", "H", "H", "H", "H", "H", "H", "H", "H", "H"],
  "positions_angstrom": [[0.792, 1.172, -0.753], [0.831, 0.163, 0.101], [2.039, -0.738, -0.047], [-0.334, -0.335, 0.933], [-1.595, -0.384, 0.006], [-2.608, 0.488, 0.102], [-1.450, -1.322, -0.992], [-0.002, 1.953, -0.841], [1.614, 1.411, -1.447], [2.331, -0.814, -1.117], [2.050, -1.688, 0.414], [2.897, -0.313, 0.390], [-0.084, -1.411, 1.146], [-0.476, 0.104, 1.916], [-3.413, 0.432, -0.651], [-2.594, 1.283, 0.840]],
  "lowdin_charge": [0.025, -0.352, -0.072, -0.093, -0.330, 0.059, 0.032, 0.078, 0.073, 0.095, 0.057, 0.057, 0.119, 0.113, 0.073, 0.066],
  "spin_multiplicity": 1,
  "e_above_lowest_kcal_mol": 26.7,
  "smiles": "C=C(C)CC(=C)F",
  "lumo_ev": 1.1,
  "total_charge": 0
}

(2)
{
  "formula": "C21H40F4InN6O9S2",
  "method": "ωB97M-V/def2-TZVPD",
  "symbols": ["In", "F", "N", "S", "O", "O", "F", "S", "O", "O", "F", "C", "C", "O", "N", "C", "H", "H", "H", "H", "H", "H", "H", "C", "C", "O", "N", "C", "H", "H", "H", "H", "H", "H", "H", "C", "C", "O", "N", "C", "H", "H", "H", "H", "H", "H", "H", "C", "C", "O", "N", "C", "H", "H", "H", "H", "H", "H", "H", "C", "C", "O", "N", "C", "H", "H", "H", "H", "H", "H", "H", "F", "C", "C", "C", "C", "C", "C", "H", "H", "H", "H", "H"],
  "positions_angstrom": [[1.018, -2.858, 0.967], [-0.464, -0.707, -0.516], [3.054, -1.914, 2.764], [4.593, -1.657, 2.697], [5.485, -2.650, 3.285], [5.072, -0.265, 2.623], [4.700, -2.213, 1.157], [2.883, -1.472, 4.391], [3.529, -0.267, 4.870], [2.988, -2.536, 5.340], [1.291, -1.130, 4.314], [0.020, -2.082, -3.704], [-0.398, -3.293, -2.845], [0.230, -3.509, -1.837], [-1.413, -4.078, -3.249], [-1.880, -5.121, -2.369], [-0.840, -1.420, -3.608], [0.264, -2.409, -4.715], [0.942, -1.612, -3.363], [-1.837, -3.909, -4.150], [-2.424, -4.797, -1.482], [-1.194, -5.904, -2.044], [-2.622, -5.672, -2.947], [4.241, 5.334, 2.360], [3.283, 4.213, 2.613], [2.947, 4.076, 3.764], [2.899, 3.392, 1.578], [2.108, 2.193, 1.758], [4.772, 5.325, 3.312], [3.705, 6.249, 2.107], [5.008, 5.237, 1.592], [3.350, 3.461, 0.677], [2.204, 1.533, 0.896], [1.072, 2.374, 2.042], [2.631, 1.608, 2.514], [-4.081, -3.652, 2.017], [-3.007, -3.223, 1.006], [-1.867, -3.658, 1.040], [-3.243, -2.282, 0.078], [-4.486, -1.557, -0.065], [-4.455, -2.678, 2.331], [-3.700, -4.341, 2.771], [-4.931, -4.264, 1.716], [-2.486, -1.824, -0.409], [-4.659, -0.791, 0.690], [-5.177, -2.399, -0.096], [-4.345, -1.079, -1.035], [-1.535, 0.680, 4.150], [-1.391, -0.005, 2.743], [-1.058, -1.178, 2.607], [-1.504, 0.722, 1.611], [-1.925, 2.074, 1.523], [-1.089, 0.038, 4.910], [-2.551, 0.981, 4.404], [-0.922, 1.574, 4.039], [-1.179, 0.243, 0.784], [-2.348, 2.432, 2.461], [-2.701, 2.173, 0.763], [-1.123, 2.718, 1.163], [4.506, 0.054, -1.780], [3.013, -0.309, -1.453], [2.712, -1.338, -0.845], [1.996, 0.485, -1.827], [2.243, 1.868, -2.196], [5.071, 0.245, -0.867], [4.701, 0.693, -2.641], [4.933, -0.914, -2.043], [1.067, 0.256, -1.506], [2.132, 2.339, -1.219], [1.409, 2.285, -2.762], [3.149, 2.106, -2.752], [-4.942, 1.412, -2.132], [-3.760, 1.826, -2.626], [-3.900, 2.991, -3.395], [-2.796, 3.529, -4.097], [-1.567, 2.896, -3.999], [-1.466, 1.698, -3.240], [-2.530, 1.206, -2.493], [-4.866, 3.414, -3.631], [-2.886, 4.323, -4.822], [-0.761, 3.225, -4.638], [-0.536, 1.157, -3.146], [-2.379, 0.328, -1.883]],
  "lowdin_charge": [1.445, -0.491, -0.330, 0.503, -0.238, -0.257, -0.237, 0.554, -0.223, -0.228, -0.209, 0.026, -0.540, -0.031, 0.040, -0.069, 0.073, 0.087, 0.067, 0.150, 0.069, 0.096, 0.090, -0.005, -0.554, 0.078, 0.021, -0.062, 0.093, 0.089, 0.076, 0.123, 0.068, 0.071, 0.083, 0.041, -0.506, -0.021, 0.046, -0.039, 0.087, 0.097, 0.094, 0.109, 0.098, 0.101, 0.082, 0.044, -0.450, 0.004, 0.077, -0.044, 0.086, 0.090, 0.084, 0.074, 0.096, 0.095, 0.096, 0.049, -0.470, -0.037, 0.047, -0.039, 0.095, 0.078, 0.090, 0.093, 0.074, 0.072, 0.092, 0.052, -0.277, 0.005, -0.066, -0.081, -0.081, -0.038, 0.117, 0.109, 0.100, 0.071, 0.078],
  "spin_multiplicity": 1,
  "lumo_ev": -9.3,
  "total_charge": 1
}

(3)
{
  "formula": "C22H24NOPtS4Si",
  "method": "ωB97M-V/def2-TZVPD",
  "symbols": ["Pt", "S", "C", "C", "C", "C", "C", "C", "S", "C", "C", "C", "C", "C", "C", "C", "S", "C", "C", "C", "C", "C", "C", "S", "N", "H", "H", "H", "H", "H", "H", "H", "H", "H", "H", "H", "H", "H", "H", "H", "C", "Si", "C", "C", "O", "H", "H", "H", "H", "H", "H", "H", "H", "H"],
  "positions_angstrom": [[0.185, 0.299, 0.011], [-0.354, -0.100, -2.361], [-2.011, -0.614, -2.326], [-2.716, -0.560, -3.536], [-4.031, -0.968, -3.611], [-4.667, -1.461, -2.479], [-3.980, -1.530, -1.279], [-2.667, -1.094, -1.186], [-1.815, -1.322, 0.381], [-2.813, -0.274, 1.511], [-2.385, 1.148, 1.749], [-3.160, 1.912, 2.617], [-2.798, 3.224, 2.869], [-1.676, 3.740, 2.246], [-0.947, 2.918, 1.393], [0.297, 3.489, 0.781], [0.889, 2.706, -0.779], [2.610, 2.494, -0.367], [3.545, 3.093, -1.197], [4.893, 3.043, -0.880], [5.306, 2.382, 0.269], [4.381, 1.760, 1.083], [3.015, 1.786, 0.778], [1.920, 0.956, 1.845], [-1.305, 1.654, 1.157], [-2.202, -0.194, -4.412], [-4.560, -0.910, -4.550], [-5.685, -1.816, -2.534], [-4.464, -1.950, -0.411], [-2.784, -0.807, 2.465], [-3.839, -0.285, 1.142], [-4.033, 1.481, 3.081], [-3.385, 3.840, 3.531], [-1.352, 4.755, 2.424], [1.116, 3.400, 1.501], [0.144, 4.546, 0.558], [3.215, 3.598, -2.091], [5.615, 3.519, -1.526], [6.354, 2.352, 0.528], [4.696, 1.233, 1.970], [3.173, -3.640, -0.707], [1.453, -3.064, -0.026], [0.063, -3.836, -1.091], [1.384, -3.930, 1.714], [1.500, -1.508, 0.099], [3.168, -4.714, -0.825], [3.962, -3.347, -0.028], [3.329, -3.163, -1.665], [0.395, -4.735, -1.600], [-0.267, -3.140, -1.857], [-0.807, -4.101, -0.496], [1.378, -5.005, 1.587], [0.479, -3.620, 2.223], [2.242, -3.639, 2.306]],
  "lowdin_charge": [0.783, 0.681, -0.675, -0.101, -0.052, -0.060, -0.099, -0.510, 1.008, -0.321, -0.287, 0.009, -0.004, 0.013, -0.318, -0.363, 0.987, -0.540, -0.093, -0.058, -0.050, -0.093, -0.672, 0.729, 0.017, 0.109, 0.117, 0.114, 0.112, 0.104, 0.097, 0.131, 0.126, 0.131, 0.069, 0.100, 0.110, 0.114, 0.117, 0.109, -0.156, 0.250, -0.173, -0.163, -0.494, 0.023, 0.021, 0.016, 0.031, -0.004, 0.011, 0.024, 0.003, 0.020],
  "spin_multiplicity": 1,
  "lumo_ev": [-5.8, -6.1],
  "total_charge": 1
}

(4)
{
  "formula": "C5H9NO",
  "method": "ωB97M-V/def2-TZVPD",
  "symbols": ["C", "C", "O", "C", "N", "C", "C", "H", "H", "H", "H", "H", "H", "H", "H", "H"],
  "positions_angstrom": [[1.262, -1.226, -0.015], [0.623, 0.161, 0.179], [1.627, 1.093, 0.511], [-0.144, 0.536, -1.090], [-1.375, 0.926, -0.353], [-1.802, -0.250, 0.428], [-0.690, 0.550, 0.927], [0.825, -2.033, 0.580], [2.355, -1.193, 0.076], [1.050, -1.460, -1.065], [1.231, 1.968, 0.383], [-0.310, -0.273, -1.808], [0.432, 1.337, -1.568], [-1.543, -1.270, 0.137], [-2.791, -0.125, 0.858], [-0.765, 1.252, 1.760]],
  "lowdin_charge": [0.001, -0.502, -0.012, -0.131, -0.008, -0.110, -0.173, 0.083, 0.087, 0.066, 0.100, 0.112, 0.126, 0.112, 0.108, 0.140],
  "spin_multiplicity": 1,
  "e_above_lowest_kcal_mol": 77.0,
  "smiles": "C[C@@]1(O)CN2C[C@H]21",
  "lumo_ev": 1.0,
  "total_charge": 0
}

(5)
{
  "formula": "C6H9NO3",
  "method": "ωB97M-V/def2-TZVPD",
  "symbols": ["C", "C", "C", "C", "C", "C", "N", "O", "O", "O", "H", "H", "H", "H", "H", "H", "H", "H", "H"],
  "positions_angstrom": [[-0.957, 0.440, -0.199], [2.727, -0.489, -0.584], [0.538, -1.289, 0.052], [-2.366, 0.863, -0.394], [-1.869, -1.770, 0.360], [3.048, 1.776, 0.181], [-0.769, -0.812, 0.156], [0.822, -2.458, -0.132], [1.464, -0.301, 0.130], [3.397, 0.559, -0.557], [-2.619, 0.951, -1.440], [-2.357, 2.004, -0.117], [-3.285, 0.427, 0.142], [-1.588, -2.874, 0.528], [-2.453, -1.436, 1.216], [-2.537, -1.774, -0.468], [2.275, 2.235, -0.259], [3.991, 2.420, 0.246], [2.540, 1.529, 1.139]],
  "lowdin_charge": [-0.041, -0.009, -0.506, -0.151, -0.027, -0.005, -0.092, 0.119, -0.042, -0.055, 0.068, 0.098, 0.085, 0.125, 0.087, 0.074, 0.038, 0.128, 0.105],
  "spin_multiplicity": 1,
  "e_above_lowest_kcal_mol": 126.5,
  "lumo_ev": 0.6,
  "total_charge": 0
}

(6)
{
  "formula": "C2H18O8",
  "method": "ωB97M-V/def2-TZVPD",
  "symbols": ["C", "C", "O", "H", "H", "H", "H", "O", "H", "H", "O", "H", "H", "O", "H", "H", "O", "H", "H", "O", "H", "H", "O", "H", "H", "O", "H", "H"],
  "positions_angstrom": [[-2.233, -0.056, 1.051], [-1.732, -1.094, 1.986], [-0.933, -1.897, 1.525], [-2.105, -0.384, 0.021], [-1.844, 0.927, 1.336], [-3.300, 0.191, 1.232], [-2.133, -1.120, 3.011], [-0.847, -2.329, -1.137], [-0.501, -3.221, -0.953], [-1.091, -1.955, -0.269], [1.424, -0.791, -2.204], [0.616, -1.180, -1.810], [0.988, -0.172, -2.824], [1.341, 1.258, -0.180], [2.028, 1.626, 0.385], [1.689, 0.631, -0.844], [2.466, -1.951, 0.836], [1.666, -1.959, 0.272], [2.355, -2.782, 1.331], [-1.147, 1.687, -2.176], [-1.544, 2.284, -2.830], [-0.622, 2.294, -1.642], [0.823, 0.027, 2.147], [0.812, -0.928, 2.102], [1.019, 0.352, 1.247], [1.101, 3.806, -0.748], [0.601, 3.898, 0.070], [1.101, 2.838, -0.933]],
  "lowdin_charge": [-0.038, -0.253, -0.030, 0.076, 0.097, 0.092, 0.134, -0.066, 0.067, -0.013, -0.071, 0.009, 0.059, -0.062, 0.089, 0.054, -0.056, 0.021, 0.057, -0.054, 0.051, -0.002, -0.078, -0.008, -0.017, -0.082, 0.038, -0.012],
  "spin_multiplicity": 1,
  "e_above_lowest_kcal_mol": 0.9,
  "smiles": "CC=O.O.O.O.O.O.O.O",
  "lumo_ev": 0.4,
  "total_charge": 0
}

Number 1: molar mass 100.14 Da. Number 2: molar mass 775.53 Da. Number 3: molar mass 669.87 Da. Number 4: molar mass 99.13 Da. Number 5: molar mass 143.14 Da. Number 6: molar mass 170.16 Da.